(1)
Here is a structure of composition C48H43Cl4CrN4O3PSe from the OMol25 dataset. Energies are from ωB97M-V/def2-TZVPD.

Frontier orbital gap (spin up / spin down) (eV): 4.60 / 6.35
F_max (eV/A): 0.86
Expectation value of S²: 6.0600
Energy relative to the best compared isomer or geometry (same formula, charge and spin) (eV): 1.722
LUMO energy (spin up / spin down) (eV): -0.699 / -0.890
2S+1: 5

XYZ file:
```
105
C48H43Cl4CrN4O3PSe (ωB97M-V/def2-TZVPD)
Cr 1.12 -0.99 1.48
Cl 6.74 1.30 4.41
C 5.10 0.85 4.12
C 4.14 1.02 5.12
Cl 4.58 1.69 6.65
C 2.81 0.65 4.88
Cl 1.57 0.85 6.07
C 2.45 0.11 3.66
O 1.23 -0.29 3.31
C 3.42 -0.04 2.65
O 2.95 -0.53 1.51
C 4.73 0.31 2.88
Cl 5.87 0.10 1.60
C -3.18 4.52 0.48
C -3.67 3.10 0.73
C -4.51 2.65 -0.48
C -4.55 3.07 1.99
C -2.52 2.13 0.95
C -1.27 2.54 1.38
C -0.27 1.61 1.61
N -0.47 0.31 1.41
C -1.67 -0.12 1.04
C -2.71 0.75 0.80
C -1.77 -1.61 0.99
C -2.92 -2.29 0.64
C -2.95 -3.68 0.67
C -1.77 -4.31 1.05
C -0.65 -3.57 1.36
N -0.64 -2.24 1.33
C -4.18 -4.49 0.29
C -5.38 -3.61 -0.03
C -4.55 -5.42 1.46
C -3.84 -5.34 -0.95
H -4.03 5.18 0.31
H -2.52 4.57 -0.40
H -2.63 4.92 1.34
H -5.18 3.46 -0.78
H -5.14 1.79 -0.25
H -3.88 2.40 -1.34
H -5.42 3.71 1.85
H -3.99 3.44 2.86
H -4.89 2.06 2.21
H -1.03 3.59 1.54
H 0.70 1.89 1.96
H -3.67 0.36 0.48
H -3.80 -1.72 0.36
H -1.70 -5.39 1.09
H 0.28 -4.06 1.62
H -5.67 -2.98 0.82
H -6.24 -4.24 -0.28
H -5.19 -2.96 -0.89
H -4.73 -4.84 2.37
H -3.76 -6.14 1.67
H -5.45 -5.97 1.22
H -3.54 -4.70 -1.78
H -4.71 -5.92 -1.25
H -3.02 -6.03 -0.74
O 1.54 0.92 -0.38
P 1.51 1.79 -1.59
C 1.93 3.50 -1.22
C 2.16 3.85 0.11
C 2.51 5.15 0.44
C 2.62 6.11 -0.56
C 2.41 5.77 -1.89
C 2.08 4.46 -2.22
C 2.69 1.26 -2.83
C 2.50 1.46 -4.20
C 3.48 1.06 -5.09
C 4.65 0.47 -4.62
C 4.83 0.26 -3.26
C 3.86 0.66 -2.36
C -0.12 1.76 -2.38
C -0.67 0.49 -2.56
C -1.91 0.35 -3.17
C -2.61 1.48 -3.58
C -2.08 2.74 -3.38
C -0.83 2.89 -2.78
H 2.11 3.08 0.87
H 2.70 5.42 1.47
H 2.89 7.13 -0.30
H 2.53 6.51 -2.67
H 1.95 4.19 -3.26
H 1.58 1.90 -4.57
H 3.34 1.20 -6.16
H 5.41 0.15 -5.33
H 5.73 -0.22 -2.90
H 3.98 0.48 -1.30
H -0.12 -0.38 -2.24
H -2.33 -0.64 -3.32
H -3.58 1.37 -4.06
H -2.63 3.62 -3.70
H -0.43 3.88 -2.61
Se 1.94 -2.32 -1.71
N 1.75 -2.36 0.11
C 2.55 -3.37 0.56
C 2.80 -3.68 1.91
C 3.60 -4.77 2.23
C 4.17 -5.56 1.23
C 3.97 -5.26 -0.10
C 3.17 -4.16 -0.47
N 2.96 -3.79 -1.75
H 2.39 -3.07 2.71
H 3.79 -4.99 3.27
H 4.80 -6.39 1.51
H 4.43 -5.85 -0.89
```

These are the Mulliken partial charges, in e, on atoms 1 to 99:
1. Cr 0.262
2. Cl -0.217
3. C 0.527
4. C 0.308
5. Cl -0.215
6. C 0.316
7. Cl -0.230
8. C 0.502
9. O -0.473
10. C -0.870
11. O -0.257
12. C 0.089
13. Cl -0.204
14. C -1.840
15. C 2.170
16. C -1.631
17. C -1.786
18. C 0.651
19. C -0.824
20. C -1.031
21. N 0.854
22. C -0.468
23. C -0.837
24. C 0.372
25. C -0.591
26. C 0.711
27. C -0.896
28. C -0.987
29. N 0.284
30. C 2.129
31. C -2.065
32. C -1.629
33. C -1.566
34. H 0.458
35. H 0.327
36. H 0.392
37. H 0.488
38. H 0.390
39. H 0.213
40. H 0.458
41. H 0.376
42. H 0.335
43. H 0.345
44. H 0.452
45. H 0.471
46. H 0.460
47. H 0.484
48. H 0.460
49. H 0.399
50. H 0.426
51. H 0.401
52. H 0.368
53. H 0.327
54. H 0.463
55. H 0.337
56. H 0.458
57. H 0.340
58. O 1.344
59. P -0.131
60. C 0.480
61. C -0.253
62. C -0.922
63. C -0.546
64. C -0.740
65. C -0.566
66. C 1.076
67. C -0.546
68. C -0.684
69. C -0.542
70. C -0.629
71. C -0.804
72. C 0.373
73. C -0.360
74. C -0.592
75. C -0.527
76. C -0.712
77. C -0.562
78. H 0.268
79. H 0.471
80. H 0.405
81. H 0.422
82. H 0.452
83. H 0.364
84. H 0.415
85. H 0.392
86. H 0.452
87. H 0.378
88. H 0.101
89. H 0.524
90. H 0.382
91. H 0.395
92. H 0.491
93. Se 0.100
94. N 0.280
95. C 1.254
96. C -0.192
97. C -1.243
98. C -0.602
99. C -0.653



(2)
Here is a structure of composition C48H43IrN3O2P2 in a non-equilibrium geometry from the OMol25 dataset. Energies are from ωB97M-V/def2-TZVPD.

Net charge: +1
Frontier orbital gap (spin up / spin down) (eV): 6.39 / 3.39
F_max (eV/A): 1.28
Expectation value of S²: 6.0438
LUMO energy (spin up / spin down) (eV): -2.295 / -5.941
2S+1: 5

XYZ file:
```
99
C48H43IrN3O2P2 (ωB97M-V/def2-TZVPD)
Ir 0.24 -0.33 0.64
C 1.53 3.02 -0.19
N 2.84 2.84 0.42
C 3.14 1.69 1.18
P 2.64 0.06 0.32
C 3.09 0.41 -1.40
C 4.31 1.00 -1.75
C 4.61 1.27 -3.07
C 3.69 0.95 -4.06
C 2.48 0.37 -3.73
C 2.18 0.10 -2.40
C 3.89 -1.11 0.91
C 3.76 -1.61 2.20
C 4.67 -2.54 2.67
C 5.69 -3.00 1.84
C 5.80 -2.51 0.55
C 4.91 -1.57 0.08
C 3.84 3.65 0.01
C 4.98 3.81 0.84
C 6.00 4.62 0.42
C 5.91 5.29 -0.80
C 4.78 5.14 -1.61
C 3.75 4.34 -1.22
P 0.05 2.06 0.41
C -0.34 2.72 2.04
C -1.48 2.22 2.66
C -1.84 2.68 3.91
C -1.06 3.62 4.56
C 0.09 4.11 3.96
C 0.45 3.67 2.70
C -1.11 2.87 -0.74
C -0.97 2.60 -2.10
C -1.78 3.24 -3.02
C -2.73 4.15 -2.59
C -2.86 4.43 -1.24
C -2.05 3.80 -0.32
H 1.59 2.75 -1.25
H 1.28 4.09 -0.16
H 2.58 1.65 2.15
H 4.21 1.67 1.39
H 5.03 1.26 -0.98
H 5.55 1.73 -3.33
H 3.93 1.15 -5.10
H 1.77 0.11 -4.50
H 1.24 -0.38 -2.14
H 2.97 -1.26 2.84
H 4.57 -2.93 3.67
H 6.38 -3.74 2.20
H 6.59 -2.87 -0.09
H 5.00 -1.21 -0.94
H 5.03 3.33 1.80
H 6.86 4.76 1.06
H 6.72 5.93 -1.12
H 4.72 5.66 -2.55
H 2.90 4.22 -1.87
H -2.07 1.47 2.17
H -2.73 2.30 4.38
H -1.34 3.97 5.55
H 0.70 4.84 4.47
H 1.34 4.07 2.24
H -0.23 1.88 -2.44
H -1.67 3.02 -4.07
H -3.37 4.65 -3.31
H -3.60 5.14 -0.91
H -2.16 4.02 0.73
N -2.09 0.04 -1.25
C -2.91 -0.78 -0.45
C -4.10 -0.25 0.05
C -4.94 -1.02 0.83
C -4.62 -2.34 1.11
C -3.44 -2.87 0.63
C -2.54 -2.12 -0.13
C -1.27 -2.75 -0.55
C -1.35 -4.04 -1.09
C -0.22 -4.73 -1.48
C 1.03 -4.14 -1.33
C 1.11 -2.87 -0.79
C -0.02 -2.14 -0.39
H -2.58 0.87 -1.56
H -1.69 -0.45 -2.03
H -4.37 0.77 -0.21
H -5.86 -0.59 1.20
H -5.28 -2.94 1.71
H -3.17 -3.88 0.89
H -2.32 -4.49 -1.22
H -0.31 -5.72 -1.91
H 1.92 -4.67 -1.63
H 2.10 -2.45 -0.66
O -2.09 -1.40 2.48
C -1.19 -1.02 3.19
C -1.20 -1.01 4.71
C 0.06 -0.25 5.07
C 0.73 0.00 3.73
O 1.81 0.59 3.61
N 0.00 -0.49 2.71
H -1.20 -2.04 5.07
H -2.12 -0.54 5.07
H 0.75 -0.79 5.72
H -0.13 0.72 5.54
```

Which charges does Mulliken predict for the atoms? In e, they are:
1. Ir 0.948
2. C -2.624
3. N 1.456
4. C -1.711
5. P 0.328
6. C 0.338
7. C -0.102
8. C -0.948
9. C -0.851
10. C -0.577
11. C -0.417
12. C 0.797
13. C -0.568
14. C -0.786
15. C -0.664
16. C -0.750
17. C -0.562
18. C 0.623
19. C -0.278
20. C -0.997
21. C -0.504
22. C -0.948
23. C 0.045
24. P 1.761
25. C 0.158
26. C -0.524
27. C -0.615
28. C -0.797
29. C -0.735
30. C -0.705
31. C 1.136
32. C -0.374
33. C -0.571
34. C -0.796
35. C -0.810
36. C -1.092
37. H 0.795
38. H 1.077
39. H 0.311
40. H 1.080
41. H 0.770
42. H 0.529
43. H 0.436
44. H 0.522
45. H 0.186
46. H 0.338
47. H 0.480
48. H 0.402
49. H 0.461
50. H 0.400
51. H 0.628
52. H 0.467
53. H 0.449
54. H 0.461
55. H 0.475
56. H 0.374
57. H 0.515
58. H 0.404
59. H 0.462
60. H 0.380
61. H 0.191
62. H 0.460
63. H 0.425
64. H 0.474
65. H 0.419
66. N -0.231
67. C 0.599
68. C -0.779
69. C -0.780
70. C -0.991
71. C -0.814
72. C 0.308
73. C 0.875
74. C -0.442
75. C -0.954
76. C -1.087
77. C 0.560
78. C -0.310
79. H 0.291
80. H 0.383
81. H 0.473
82. H 0.413
83. H 0.416
84. H 0.576
85. H 0.588
86. H 0.374
87. H 0.481
88. H 0.180
89. O -0.282
90. C -0.077
91. C -0.659
92. C -0.746
93. C 0.040
94. O -0.670
95. N 0.357
96. H 0.388
97. H 0.306
98. H 0.366
99. H 0.197